No. 1
{"formula": "C38H57BIrN3P2", "method": "the ωB97M-V functional and the def2-TZVPD basis", "elements": ["Ir", "C", "C", "C", "C", "P", "C", "N", "B", "N", "C", "P", "C", "C", "C", "C", "C", "C", "C", "C", "C", "C", "C", "C", "C", "C", "C", "C", "C", "C", "H", "H", "H", "H", "H", "H", "H", "H", "H", "H", "H", "H", "H", "H", "H", "H", "H", "H", "H", "H", "H", "H", "H", "H", "H", "H", "H", "H", "H", "H", "H", "H", "H", "H", "H", "H", "H", "H", "H", "H", "H", "H", "H", "H", "N", "C", "C", "C", "C", "C", "C", "C", "C", "C", "C", "C", "C", "C", "H", "H", "H", "H", "H", "H", "H", "H", "H", "H", "C", "H", "H", "H"], "coordinates": [[0.12, 0.97, -0.56], [-3.14, -1.81, -0.52], [-2.69, -0.93, 0.65], [-1.50, -1.61, 1.32], [-3.82, -0.88, 1.69], [-2.11, 0.77, 0.04], [-2.33, 1.81, 1.61], [-1.08, 1.93, 2.31], [0.12, 2.24, 1.55], [1.25, 1.83, 2.33], [2.55, 1.70, 1.72], [2.39, 0.82, 0.05], [3.09, -0.89, 0.48], [1.96, -1.62, 1.21], [3.42, -1.68, -0.79], [4.34, -0.94, 1.38], [3.66, 1.71, -1.02], [5.13, 1.50, -0.66], [3.43, 1.26, -2.47], [3.38, 3.22, -0.94], [0.76, 1.18, 3.45], [1.43, 0.54, 4.48], [0.68, -0.06, 5.49], [-0.70, -0.01, 5.48], [-1.39, 0.65, 4.45], [-0.65, 1.23, 3.44], [-3.47, 1.49, -1.07], [-4.89, 1.41, -0.52], [-3.11, 2.97, -1.29], [-3.42, 0.86, -2.47], [-3.19, -2.85, -0.17], [-2.43, -1.77, -1.35], [-4.13, -1.54, -0.88], [-1.85, -2.55, 1.78], [-1.04, -1.00, 2.10], [-0.75, -1.85, 0.58], [-4.22, -1.89, 1.81], [-4.65, -0.23, 1.42], [-3.44, -0.57, 2.67], [-3.12, 1.42, 2.25], [-2.66, 2.81, 1.30], [3.22, 1.15, 2.38], [3.00, 2.69, 1.56], [1.11, -1.72, 0.54], [1.62, -1.09, 2.10], [2.30, -2.61, 1.51], [2.61, -1.65, -1.52], [3.58, -2.73, -0.52], [4.34, -1.33, -1.27], [4.22, -0.41, 2.33], [5.24, -0.59, 0.90], [4.50, -1.99, 1.64], [5.48, 0.50, -0.92], [5.33, 1.67, 0.40], [5.74, 2.21, -1.23], [3.64, 0.20, -2.61], [4.10, 1.82, -3.13], [2.40, 1.43, -2.79], [3.83, 3.66, -0.05], [2.31, 3.44, -0.93], [3.81, 3.71, -1.81], [2.51, 0.49, 4.49], [1.19, -0.58, 6.30], [-1.27, -0.47, 6.28], [-2.47, 0.70, 4.46], [-4.98, 1.84, 0.48], [-5.26, 0.38, -0.48], [-5.57, 1.97, -1.17], [-3.15, 3.57, -0.37], [-3.83, 3.41, -1.99], [-2.12, 3.06, -1.72], [-3.88, -0.12, -2.51], [-2.39, 0.76, -2.82], [-3.95, 1.50, -3.17], [0.13, 2.92, 0.28], [0.04, 4.13, -0.11], [0.18, 5.25, 0.87], [1.03, 6.31, 0.58], [1.25, 7.32, 1.51], [0.60, 7.28, 2.73], [-0.26, 6.23, 3.02], [-0.47, 5.22, 2.10], [-0.15, 4.47, -1.55], [-0.80, 5.65, -1.90], [-1.09, 5.93, -3.23], [-0.72, 5.03, -4.22], [-0.07, 3.85, -3.88], [0.20, 3.57, -2.55], [1.55, 6.35, -0.38], [1.92, 8.13, 1.28], [0.76, 8.07, 3.46], [-0.77, 6.20, 3.98], [-1.13, 4.40, 2.34], [-1.10, 6.36, -1.13], [-1.60, 6.84, -3.49], [-0.94, 5.24, -5.26], [0.22, 3.14, -4.64], [0.67, 2.63, -2.27], [0.11, -0.71, -1.82], [-0.64, -0.48, -2.59], [-0.18, -1.69, -1.42], [1.04, -0.87, -2.36]], "total_charge": 0, "gap_ev": 6.779, "e_homo_ev": -6.635, "lumo_energy_ev": 0.14}

---

No. 2
{"formula": "C38H57BMnN7O3S4SeSiTe", "method": "the ωB97M-V functional and the def2-TZVPD basis", "elements": ["Mn", "C", "C", "C", "C", "N", "C", "C", "N", "B", "N", "C", "C", "N", "C", "S", "C", "C", "C", "C", "N", "C", "C", "N", "C", "S", "C", "C", "C", "C", "C", "S", "H", "H", "H", "H", "H", "H", "H", "H", "H", "H", "H", "H", "H", "H", "H", "H", "H", "H", "H", "H", "H", "H", "H", "H", "H", "H", "H", "H", "H", "H", "H", "H", "H", "H", "N", "C", "C", "C", "C", "C", "C", "S", "O", "O", "O", "H", "H", "H", "H", "H", "H", "C", "Te", "C", "C", "C", "C", "C", "C", "C", "H", "H", "H", "H", "H", "H", "H", "H", "C", "Si", "C", "C", "Se", "H", "H", "H", "H", "H", "H", "H", "H", "H"], "coordinates": [[-0.37, 0.35, 0.83], [3.25, -0.34, -2.69], [2.38, -0.41, -3.93], [3.11, -1.23, -4.99], [2.09, 0.98, -4.50], [1.08, -1.08, -3.60], [0.59, -2.21, -4.24], [-0.59, -2.52, -3.67], [-0.84, -1.58, -2.69], [-2.13, -1.65, -1.83], [-2.96, -0.32, -2.09], [-3.52, -0.26, -3.35], [-3.95, 1.00, -3.57], [-3.67, 1.73, -2.43], [-3.06, 0.90, -1.53], [-2.66, 1.36, 0.07], [-3.84, 3.21, -2.31], [-4.62, 3.72, -3.52], [-4.64, 3.57, -1.05], [-2.46, 3.85, -2.30], [-1.92, -1.95, -0.32], [-2.96, -1.71, 0.57], [-2.78, -2.49, 1.64], [-1.65, -3.26, 1.41], [-1.19, -3.01, 0.15], [-0.07, -3.92, -0.74], [-1.18, -4.33, 2.34], [-1.79, -4.08, 3.73], [0.34, -4.28, 2.51], [-1.64, -5.68, 1.80], [0.18, -0.71, -2.65], [0.23, 0.71, -1.70], [4.23, 0.07, -2.95], [3.41, -1.34, -2.28], [2.82, 0.29, -1.91], [4.07, -0.74, -5.17], [2.57, -1.27, -5.94], [3.31, -2.24, -4.64], [3.03, 1.46, -4.75], [1.56, 1.60, -3.78], [1.49, 0.90, -5.41], [1.12, -2.71, -5.03], [-1.25, -3.34, -3.84], [-2.79, -2.54, -2.30], [-3.56, -1.12, -3.99], [-4.44, 1.41, -4.43], [-5.62, 3.27, -3.58], [-4.09, 3.54, -4.45], [-4.74, 4.79, -3.41], [-5.42, 2.83, -0.85], [-5.12, 4.54, -1.20], [-4.00, 3.63, -0.17], [-1.97, 3.71, -3.26], [-1.83, 3.41, -1.53], [-2.55, 4.92, -2.10], [-3.70, -0.95, 0.39], [-3.31, -2.49, 2.57], [-1.64, -3.05, 4.04], [-1.28, -4.74, 4.44], [-2.85, -4.32, 3.76], [0.63, -3.36, 3.03], [0.86, -4.33, 1.55], [0.64, -5.13, 3.12], [-2.72, -5.68, 1.66], [-1.37, -6.47, 2.50], [-1.16, -5.88, 0.84], [1.39, -1.10, 0.72], [2.74, -0.56, 0.68], [2.95, 0.78, 0.91], [4.23, 1.32, 0.79], [5.30, 0.50, 0.44], [5.08, -0.86, 0.24], [3.81, -1.39, 0.37], [6.95, 1.17, 0.23], [6.78, 2.60, 0.37], [7.71, 0.54, 1.30], [7.33, 0.73, -1.10], [1.26, -1.78, -0.03], [1.26, -1.63, 1.59], [2.11, 1.42, 1.16], [4.43, 2.37, 0.94], [5.92, -1.49, -0.03], [3.63, -2.45, 0.19], [1.15, 4.54, 2.31], [-0.06, 3.48, 0.90], [-1.57, 3.67, 2.40], [-1.15, 4.83, 3.26], [-2.05, 5.48, 4.10], [-1.63, 6.53, 4.90], [-0.31, 6.95, 4.86], [0.59, 6.31, 4.03], [0.18, 5.25, 3.22], [1.80, 5.24, 1.78], [1.78, 3.83, 2.85], [-1.59, 2.73, 2.96], [-2.55, 3.81, 1.93], [-3.08, 5.15, 4.12], [-2.34, 7.03, 5.54], [0.02, 7.77, 5.48], [1.63, 6.63, 4.00], [1.29, 2.03, 5.12], [0.48, 0.35, 5.13], [1.76, -0.97, 5.41], [-0.82, 0.31, 6.47], [-0.58, -0.02, 3.18], [1.78, 2.24, 6.08], [0.56, 2.82, 4.94], [2.05, 2.06, 4.34], [2.19, -0.90, 6.41], [2.56, -0.86, 4.68], [1.32, -1.96, 5.28], [-0.36, 0.47, 7.46], [-1.34, -0.65, 6.49], [-1.56, 1.09, 6.30]], "total_charge": -1, "gap_ev": [7.234, 7.232], "e_homo_ev": [-5.407, -5.409], "spin_multiplicity": 6, "lumo_energy_ev": [1.83, 1.82], "e_above_lowest_kcal_mol": 10.1}

---

Asked for E_tot across the records above, the calculation gives -2458.48577; -7819.15878 Ha in order.
Asked for M across the records above, the calculation gives 820.9; 1088.6 g/mol in order.